#1
This record from the Open Molecules 2025 dataset describes a cluster of 2 separate species, C4H7NO in total. The level of theory is ωB97M-V/def2-TZVPD.

Geometry as XYZ:
```
13
Properties=species:S:1:pos:R:3
N -2.58162 1.70719 -0.45765
C -1.80475 0.86674 -0.28301
C -0.76458 -0.11435 -0.06894
C 0.61835 0.33996 -0.56373
C -0.09699 -0.75908 -1.25742
H -0.94989 -0.76227 0.78787
H 1.53116 0.08569 -0.03798
H 0.60092 1.33959 -0.98483
H 0.28460 -1.75134 -1.03327
H -0.51810 -0.62162 -2.24383
O 1.31766 -0.49384 2.10120
H 1.85300 0.28161 2.30520
H 0.50655 -0.10722 1.74941
```

HOMO level, hartree: -0.402
E_LUMO, eV: 0.75
Structure (SMILES): N#CC1CC1.O



#2
This record from the Open Molecules 2025 dataset describes the molecule C4H7NO. The level of theory is ωB97M-V/def2-TZVPD.

Geometry as XYZ:
```
13
Properties=species:S:1:pos:R:3
C 0.57726 2.21195 -0.04605
N 0.74885 1.18680 -0.76429
C 1.08490 -0.05079 -0.06938
C 0.00607 -1.09299 -0.25210
C -1.20578 -0.94366 0.27843
O -2.25556 -1.79478 0.17366
H 0.68052 2.21001 1.05064
H 0.30909 3.15918 -0.51706
H 1.27092 0.13018 1.00370
H 2.01944 -0.42520 -0.49988
H 0.22995 -1.96845 -0.86004
H -1.47652 -0.07286 0.87160
H -1.98915 -2.54939 -0.36923
```

HOMO level, hartree: -0.327
E_LUMO, eV: 0.99
Structure (SMILES): C=NC/C=C/O



Which structure wins on stability? #1 wins.



#1
This record from the Open Molecules 2025 dataset describes the molecule C4H7NO. The level of theory is ωB97M-V/def2-TZVPD.

Geometry as XYZ:
```
13
Properties=species:S:1:pos:R:3
C 1.67431 0.11034 -0.43169
C 0.79487 0.39400 0.76997
O 1.18855 1.13800 1.63288
N -0.50686 -0.15697 0.90858
C -1.18872 -0.97797 -0.06941
C -1.54220 0.44925 0.07864
H 1.98084 1.08239 -0.82776
H 2.58255 -0.39863 -0.09924
H 1.21601 -0.47205 -1.23017
H -1.83797 -1.72452 0.37681
H -0.69459 -1.31329 -0.97763
H -2.44145 0.75957 0.59655
H -1.22535 1.10988 -0.72754
```

HOMO level, hartree: -0.360
E_LUMO, eV: 0.98
Structure (SMILES): CC(=O)N1CC1



#2
This record from the Open Molecules 2025 dataset describes the molecule C4H7NO. The level of theory is ωB97M-V/def2-TZVPD.

Geometry as XYZ:
```
13
Properties=species:S:1:pos:R:3
O -2.65143 -1.10709 1.24241
C -1.92565 -0.52108 0.46509
N -0.67718 -0.93456 0.11317
C 0.24664 -0.15985 -0.66382
C 1.59553 0.05813 -0.03364
C 0.63005 1.20001 -0.12751
H -2.21188 0.42011 -0.04673
H -0.36553 -1.81101 0.51270
H 0.15850 -0.33824 -1.73191
H 1.72455 -0.40446 0.94032
H 2.49244 0.07353 -0.64653
H 0.85442 2.01651 -0.80918
H 0.12954 1.50798 0.78563
```

HOMO level, hartree: -0.359
E_LUMO, eV: 1.05
Structure (SMILES): O=CNC1CC1



#3
This record from the Open Molecules 2025 dataset describes the molecule C4H7NO. The level of theory is ωB97M-V/def2-TZVPD.

Geometry as XYZ:
```
13
Properties=species:S:1:pos:R:3
C -1.12627 0.40959 -1.46410
O 0.41099 0.35224 -1.77226
C 1.08595 0.37168 -0.61111
C 0.37589 0.12895 0.48381
C 0.48570 -0.17437 1.86686
N -0.39546 -0.98546 0.97452
H -1.44085 0.08495 -2.43618
H -1.63346 -0.22139 -0.68845
H -1.38956 1.45527 -1.24029
H 2.16693 0.56183 -0.59679
H 1.43846 -0.55250 2.20697
H -0.09817 0.39879 2.58273
H 0.11987 -1.82957 0.69430
```

HOMO level, hartree: -0.290
E_LUMO, eV: 0.89
Structure (SMILES): CO/C=C1/CN1



#4
This record from the Open Molecules 2025 dataset describes a structure of composition C4H7NO. The level of theory is ωB97M-V/def2-TZVPD.

Geometry as XYZ:
```
13
Properties=species:S:1:pos:R:3
C -0.63090 2.05736 -0.18007
N 0.34282 1.10227 0.32097
C 0.23381 -0.25278 0.20849
C 0.97424 -1.33486 0.50597
C -0.09908 -2.12989 -0.17686
O -0.83226 -0.86625 -0.40572
H -1.15792 1.68572 -1.06460
H -0.11429 2.98051 -0.45963
H -1.37388 2.30983 0.58501
H 1.89651 -1.55030 1.02017
H 1.30577 1.39010 0.36562
H 0.14894 -2.57130 -1.14779
H -0.69376 -2.82039 0.42843
```

HOMO level, hartree: -0.281
E_LUMO, eV: 1.02



Which structure wins on stability? #2 wins.



#1
This record from the Open Molecules 2025 dataset describes a structure of composition C4H7NO. The level of theory is ωB97M-V/def2-TZVPD.

Geometry as XYZ:
```
13
Properties=species:S:1:pos:R:3
C 0.51972 1.62401 -0.11137
C 0.11119 0.58045 -1.13088
N 0.75151 -0.67748 -0.86972
C -0.53742 -0.94215 -0.19737
C -0.43681 -1.08235 1.29871
O -1.17223 -1.80444 1.93406
H 1.10575 1.28794 0.75628
H -0.32494 2.25094 0.20005
H 1.17438 2.27792 -0.71193
H -1.20462 -0.03288 -0.55805
H 0.74540 -1.23409 -1.72424
H -1.10159 -1.75683 -0.65980
H 0.36965 -0.49105 1.77426
```

HOMO level, hartree: -0.315
E_LUMO, eV: 0.53



#2
This record from the Open Molecules 2025 dataset describes a structure of composition C4H7NO. The level of theory is ωB97M-V/def2-TZVPD.

Geometry as XYZ:
```
13
Properties=species:S:1:pos:R:3
C 1.44641 -0.65578 -0.11769
C 0.29472 0.22158 -0.46708
C -0.45943 1.04918 0.51750
N -0.17964 0.24861 -1.65412
C -1.31223 -0.39760 0.58047
O -2.24082 -0.83111 -0.03132
H 1.38145 -1.57899 -0.69649
H 2.33165 -0.09782 -0.41145
H 1.51649 -0.89210 0.94950
H -0.36265 1.17498 1.58295
H -0.54092 2.06260 0.05331
H -1.10538 0.70571 -1.65152
H -0.76964 -1.00925 1.34592
```

HOMO level, hartree: -0.349
E_LUMO, eV: 0.17



#3
This record from the Open Molecules 2025 dataset describes a structure of composition C4H7NO. The level of theory is ωB97M-V/def2-TZVPD.

Geometry as XYZ:
```
13
Properties=species:S:1:pos:R:3
C 1.00404 0.63091 -1.38170
C 0.46617 0.00781 -0.09126
N -0.14117 0.61461 1.18914
C -1.06348 -0.56064 1.27665
C -0.95817 -0.49249 -0.22000
O -1.76304 -0.33143 -1.09528
H 1.95305 1.17429 -1.30837
H 0.25522 1.23950 -1.90047
H 1.18860 -0.23865 -2.04025
H 1.16645 -0.77191 0.23997
H 0.51889 0.64139 1.96461
H -2.05596 -0.44806 1.70505
H -0.57060 -1.46533 1.66191
```

HOMO level, hartree: -0.355
E_LUMO, eV: 0.74



Which structure wins on stability? #3 wins.



#1
This record from the Open Molecules 2025 dataset describes the molecule C4H7NO. The level of theory is ωB97M-V/def2-TZVPD.

Geometry as XYZ:
```
13
Properties=species:S:1:pos:R:3
C -0.81488 0.95629 0.24517
C -0.33170 -0.37240 -0.59483
C 1.05131 -0.42646 0.04061
N -1.15723 -1.52944 -0.37939
C 2.14682 0.14094 0.42470
O 0.02813 -0.07291 -1.79366
H -2.01589 -1.42246 -0.90589
H -1.34995 -1.71563 0.59781
H -1.79078 1.15049 -0.19680
H -0.88486 0.74178 1.31044
H -0.16805 1.80950 0.05893
H 2.98160 -0.47472 0.74344
H 2.30548 1.21502 0.44948
```

HOMO level (alpha / beta), hartree: -0.340 / -0.320
E_LUMO (alpha / beta), eV: -0.68 / -1.33



#2
This record from the Open Molecules 2025 dataset describes the molecule C4H7NO. The level of theory is ωB97M-V/def2-TZVPD.

Geometry as XYZ:
```
13
Properties=species:S:1:pos:R:3
C 1.97501 -0.17404 0.47921
C 0.62470 -0.33533 -0.18327
O -0.35378 0.22596 0.67438
C -1.65274 0.02413 0.22279
C -1.98024 0.85158 -0.96036
N -2.32600 1.65561 -1.71905
H 1.98034 -0.67475 1.45202
H 2.75766 -0.61303 -0.14686
H 2.20022 0.88518 0.63339
H 0.38404 -1.39677 -0.34603
H 0.59564 0.16883 -1.16116
H -2.31284 0.42721 0.98644
H -1.89201 -1.04457 0.06850
```

HOMO level, hartree: -0.399
E_LUMO, eV: 0.86
Structure (SMILES): CCOCC#N



#3
This record from the Open Molecules 2025 dataset describes a cluster of 2 separate species, C4H7NO in total. The level of theory is ωB97M-V/def2-TZVPD.

Geometry as XYZ:
```
13
Properties=species:S:1:pos:R:3
O -1.06435 2.59587 1.32616
C -0.66744 0.19973 -0.13851
C 0.21889 0.13656 -1.37174
C 0.24822 -1.18891 -0.72710
N 1.25122 -1.16834 0.33221
C 0.00156 -0.61111 0.79220
H -0.10703 2.49560 1.27555
H -1.39100 1.87223 0.76135
H 1.20270 0.60887 -1.34481
H -0.32165 0.28106 -2.30375
H -0.26092 -2.09957 -1.02086
H 1.37406 -2.09174 0.74652
H -0.48427 -1.03026 1.67278
```

HOMO level, hartree: -0.316
E_LUMO, eV: 0.69



Which structure wins on stability? #2 wins.